# C48H57ClN10S2Y

A molecular structure, C48H57ClN10S2Y (ωB97M-V/def2-TZVPD, the Open Molecules 2025 dataset).

Net charge: +1
ΔE to the lowest compared entry with this formula, charge and spin (kJ/mol): 79.10
HOMO energy (eV): -8.71
DFT total energy (eV): -100837.0478
Spin multiplicity: 1
Molecular weight (g/mol): 962.55
Kohn-Sham gap (eV): 5.932

Each line ends with the Löwdin charge.
Element x y z (Å)
H1 -4.746 -1.669 3.210  0.121
C1 -1.312 2.326 -0.577  -0.119
H2 2.906 -7.172 1.502  0.098
H3 -1.950 6.828 6.660  0.107
C2 -2.395 0.599 2.378  -0.188
C3 -1.895 5.902 6.104  -0.083
C4 2.806 -2.830 -3.180  -0.066
C5 -2.651 3.685 5.686  -0.049
H4 4.068 -1.357 -4.083  0.119
C6 -0.439 0.907 -3.115  -0.375
C7 3.138 -1.538 -3.558  -0.033
H5 -4.018 -1.135 -4.040  0.086
H6 0.791 -6.412 -1.680  0.091
S1 0.446 4.543 3.135  0.582
H7 -4.111 1.342 -8.028  0.110
H8 -4.719 0.154 -5.963  0.118
N1 0.292 0.388 -2.145  0.042
C8 1.611 -3.061 -2.515  -0.072
C9 0.889 0.853 2.734  -0.248
H9 0.613 -7.574 -0.361  0.097
C10 2.305 -0.458 -3.281  -0.241
H10 3.477 -3.647 -3.405  0.108
C11 -0.975 5.775 5.090  -0.124
C12 -1.441 0.637 -5.353  -0.221
H11 2.216 -6.717 3.068  0.101
H12 3.124 -3.463 1.821  0.054
C13 -3.450 0.039 3.073  0.021
C14 -3.216 3.619 0.302  -0.010
N2 2.033 -5.242 1.612  -0.208
H13 0.137 0.145 3.110  0.039
C15 2.079 -6.651 1.987  -0.045
N3 0.294 -5.541 0.149  -0.215
H14 0.621 1.850 3.094  -0.020
C16 3.905 -1.136 3.883  -0.121
C17 -1.092 1.307 -6.518  -0.011
C18 -3.145 -0.508 -3.867  -0.019
H15 2.047 -6.531 -0.441  0.087
H16 -3.311 2.852 5.898  0.107
H17 3.756 1.020 -3.850  0.087
C19 4.811 -0.118 4.138  -0.689
C20 1.111 -0.699 -2.581  -0.323
S2 0.483 -3.114 1.252  0.712
H18 1.341 -4.061 -2.208  0.087
C21 -3.337 -1.828 1.596  -0.027
H19 -3.915 0.577 3.887  0.124
C22 -2.048 1.560 -7.488  -0.068
N4 -1.810 -0.006 1.325  0.060
H20 -0.311 6.597 4.857  0.094
N5 2.400 2.287 0.186  -0.040
C23 -3.925 -1.207 2.680  -0.022
H21 -1.810 -1.656 0.097  0.077
H22 -0.068 1.629 -6.651  0.116
Cl1 6.436 -0.511 4.625  0.647
H23 4.534 2.182 0.101  0.127
H24 3.907 -4.933 2.436  0.098
C24 2.677 0.925 -3.738  -0.036
C25 2.618 -0.826 3.473  -0.087
C26 -1.718 3.564 4.655  -0.226
H25 -1.775 2.077 -8.397  0.109
H26 -1.664 2.263 -3.864  0.108
C27 -0.821 4.595 4.333  -0.630
H27 5.117 1.996 4.269  0.107
H28 -0.148 -2.167 -1.674  0.079
N6 -1.514 2.777 1.788  0.083
H29 2.582 -4.171 3.348  0.096
C28 0.976 -6.577 -0.616  -0.058
H30 -3.673 -2.792 1.245  0.113
C29 -2.058 2.878 0.460  -0.297
H31 2.226 1.153 -4.706  0.082
C30 -2.753 0.206 -5.130  -0.220
H32 2.577 -0.924 -0.838  0.053
H33 -3.775 2.635 -3.995  0.071
H34 -4.570 4.417 -1.153  0.115
H35 2.383 -1.349 0.714  0.015
C31 -3.001 3.311 -2.083  -0.211
H36 2.322 1.688 -3.045  0.068
H37 2.468 2.603 1.158  0.077
C32 2.200 0.501 3.298  -0.348
C33 4.419 1.206 4.028  -0.108
H38 2.815 2.543 3.575  0.086
Y1 0.413 0.924 0.322  1.475
C34 0.967 -4.709 0.983  -0.746
H39 -2.336 -1.138 -3.496  0.075
N7 -1.233 1.991 -2.992  0.156
C35 -3.698 0.481 -6.113  -0.039
N8 2.487 -0.541 0.099  -0.011
N9 -0.432 0.380 -4.375  0.135
H40 3.789 0.312 1.500  0.076
C36 -1.880 1.949 2.737  -0.273
C37 -2.287 -1.186 0.949  -0.142
C38 3.659 1.603 -0.202  -0.201
H41 -1.820 1.486 4.666  0.160
H42 1.922 -1.632 3.268  0.060
H43 -3.473 4.935 7.215  0.102
C39 -3.355 1.148 -7.279  -0.065
H44 4.616 -0.303 0.081  0.129
C40 -1.840 2.553 -1.841  -0.216
C41 0.770 -2.000 -2.225  -0.060
H45 -1.546 -6.106 -0.609  0.096
H46 -1.578 -4.662 0.425  0.056
N10 -1.756 2.261 4.019  0.162
H47 -3.728 4.047 1.155  0.119
C42 3.716 0.218 0.422  -0.206
C43 -3.675 3.832 -0.989  -0.033
H48 2.281 3.131 -0.371  0.106
H49 -2.779 4.087 -4.092  0.094
H50 0.202 -0.385 -4.544  0.144
C44 -3.514 3.561 -3.475  -0.032
C45 3.128 1.505 3.624  -0.070
C46 -1.022 -5.187 -0.347  -0.085
H51 -0.966 -4.551 -1.236  0.079
H52 3.668 1.534 -1.290  0.091
H53 4.212 -2.165 4.014  0.094
C47 -2.747 4.846 6.420  -0.091
C48 2.961 -4.399 2.348  -0.089
H54 -4.408 4.181 -3.447  0.085
H55 -0.859 3.577 2.133  -0.024
H56 1.143 -7.141 1.730  0.086
H57 -3.397 0.203 -3.075  0.083

Cartesian forces, eV/Å:
H 0.0 0.0 0.0
C -0.1 0.3 -0.1
H 0.0 0.0 0.0
H 0.0 0.0 0.0
C 0.0 -0.1 -0.1
C 0.0 0.0 0.0
C 0.0 0.0 0.0
C 0.0 0.1 0.0
H 0.0 0.0 0.0
C -0.1 0.0 0.0
C 0.0 0.0 0.0
H 0.0 0.0 0.0
H 0.0 0.0 0.0
S 0.0 -0.1 -0.2
H 0.0 0.0 0.0
H 0.0 0.0 0.0
N -0.1 -0.1 -0.2
C 0.0 0.0 0.0
C 0.0 -0.3 0.2
H 0.0 0.0 0.0
C 0.0 0.0 0.0
H 0.0 0.0 0.0
C 0.0 0.0 0.0
C 0.0 0.0 0.0
H 0.0 0.0 0.0
H 0.0 0.0 0.0
C 0.0 0.0 -0.1
C 0.0 0.0 -0.1
N 0.1 0.0 0.0
H 0.0 -0.1 0.0
C 0.0 -0.1 0.1
N 0.0 0.1 -0.1
H 0.0 0.0 -0.1
C 0.0 0.0 0.0
C 0.0 0.0 0.0
C 0.0 0.0 0.0
H -0.1 0.0 -0.1
H 0.0 0.0 0.0
H 0.0 0.0 0.0
C 0.0 0.0 0.0
C 0.1 0.0 0.1
S -0.1 0.1 0.0
H 0.0 -0.1 0.0
C 0.0 0.1 0.0
H 0.0 0.0 0.0
C 0.0 0.0 0.0
N 0.0 0.0 0.2
H 0.0 0.0 0.0
N 0.1 0.5 0.1
C 0.1 0.0 0.0
H 0.0 0.0 0.0
H 0.0 0.0 0.0
Cl 0.0 0.0 0.0
H 0.0 0.0 0.0
H 0.0 0.0 0.0
C 0.0 0.1 0.0
C 0.0 0.0 0.0
C 0.1 0.0 -0.1
H 0.0 0.0 0.0
H 0.0 0.0 0.0
C -0.1 0.0 0.1
H 0.0 0.0 0.0
H 0.0 0.0 0.0
N -0.2 0.4 0.5
H 0.0 0.0 0.0
C 0.0 0.0 -0.1
H 0.0 0.0 0.0
C 0.1 0.0 -0.2
H 0.0 0.0 0.0
C 0.0 0.0 0.0
H 0.0 -0.1 0.0
H 0.0 0.0 0.0
H 0.0 0.0 0.0
H 0.0 0.1 0.1
C 0.1 0.0 0.0
H 0.0 0.0 0.0
H 0.1 0.0 -0.1
C 0.1 0.1 -0.1
C 0.0 0.0 0.0
H 0.0 0.0 0.0
Y -0.3 -0.5 0.0
C 0.0 0.0 0.0
H 0.0 0.0 0.0
N 0.0 0.0 -0.1
C 0.0 0.0 0.0
N 0.1 0.1 -0.1
N 0.1 0.0 0.0
H 0.0 0.0 0.1
C 0.2 0.1 0.1
C -0.1 0.0 0.0
C -0.1 -0.1 0.0
H 0.0 0.0 -0.1
H 0.0 0.0 0.0
H 0.0 0.0 0.0
C 0.0 0.0 0.0
H 0.0 0.0 0.0
C -0.1 -0.1 0.0
C 0.0 0.0 0.0
H 0.0 0.0 0.0
H 0.0 0.0 0.0
N 0.0 -0.1 -0.3
H 0.0 0.0 0.0
C 0.0 0.0 0.0
C 0.0 0.0 0.0
H 0.0 0.0 0.1
H 0.0 0.0 0.0
H 0.0 0.0 0.0
C 0.0 0.0 -0.1
C 0.0 0.0 0.0
C -0.1 0.0 0.0
H 0.0 0.0 0.0
H 0.0 0.0 0.0
H 0.0 0.0 0.0
C 0.0 0.0 0.0
C 0.0 0.0 0.0
H 0.0 0.0 0.0
H 0.0 -0.1 -0.1
H 0.1 0.0 0.1
H 0.0 0.0 0.0